1.
136
Properties=species:S:1:pos:R:3:lowdin_spin:R:1 method="wB97M-V/def2-TZVPD" energy_ha=-4374.76720 spin_multiplicity=3 orbital_gap_ev="6.71 / 7.32" charge=+1
C -3.09 6.20 -3.98 0.02
C 3.06 -1.11 3.98 0.00
H 8.66 1.61 2.44 0.00
H 6.11 1.00 0.01 0.00
N 2.84 0.36 0.19 0.00
H -9.81 -2.44 -2.55 0.00
H 1.94 0.09 -0.33 0.00
H -3.71 6.94 -2.01 0.00
H 10.05 -2.90 1.47 0.00
C -2.70 5.06 -1.70 0.00
H 0.95 -1.57 1.50 0.00
H 7.98 2.08 0.74 0.00
O 4.93 -3.86 1.26 0.00
O 1.64 -2.06 -1.74 0.00
H -5.39 -1.33 -1.05 0.00
H 5.11 2.13 1.58 0.00
C 4.10 1.20 3.54 0.00
H -0.67 -3.37 -0.67 0.00
C -8.20 -5.33 0.75 0.00
C 0.96 -0.47 1.88 0.00
C 6.39 -0.04 0.44 0.00
H 10.27 -2.20 3.85 0.00
N -2.73 4.92 -4.66 0.30
C -1.90 3.95 -3.87 0.02
H 2.15 -2.92 2.71 0.00
C 5.06 -1.00 0.78 0.00
H 10.63 0.69 1.28 0.00
H -6.17 0.17 -0.63 0.00
H 5.27 -1.50 2.86 0.00
H 2.14 -0.64 4.53 0.00
H 2.43 -4.52 4.99 0.00
H -2.14 -4.55 -0.56 0.00
O 7.17 0.26 1.69 0.00
Cl 4.60 -0.39 -1.93 0.00
H -8.35 -0.55 -1.82 0.00
H -0.05 4.64 -4.82 0.00
H -9.02 -3.35 2.46 0.00
H -7.87 0.37 0.79 0.00
H 3.69 -3.25 -1.26 0.00
H 9.72 0.89 -0.36 0.00
C -9.51 -3.40 1.48 0.00
C -1.80 2.55 -4.56 0.00
H -9.13 -5.91 0.81 0.00
H 0.73 2.44 -0.89 0.00
H -2.92 -3.41 1.75 0.00
H 2.14 1.40 2.00 0.00
H 0.31 -4.28 0.95 0.00
C -1.10 -0.73 0.58 0.00
C -4.18 7.02 -4.76 0.00
O 9.52 -1.03 0.59 0.00
H -10.33 -4.13 1.56 0.00
H 6.75 -4.31 -1.08 0.00
H -2.75 2.01 -4.58 0.00
F 2.99 1.77 4.39 0.00
H 4.26 2.01 -0.50 0.00
H -2.17 8.21 -3.98 0.00
H 3.92 -3.18 3.56 0.00
C -1.43 -3.85 0.09 0.00
O 1.47 2.86 -1.44 0.00
C 6.47 -3.15 -1.09 0.00
H -3.38 3.17 -2.45 0.00
H 0.59 -0.40 3.01 0.00
H -9.26 -0.67 0.69 0.00
H -7.70 -5.40 1.72 0.00
O -3.93 4.27 -5.02 0.63
C 4.65 2.41 2.62 0.00
O -0.15 0.25 1.16 0.00
H 2.71 2.63 0.34 0.00
C 3.82 -0.73 -0.24 0.00
C 8.30 1.16 1.39 0.00
H -1.25 7.05 -3.06 0.00
H -7.57 -5.83 0.01 0.00
H 3.96 -1.05 4.76 0.00
C -1.87 7.16 -3.96 0.00
C -2.38 -2.78 0.89 0.00
H -7.99 -0.98 1.90 0.00
C 2.44 0.29 1.66 0.00
C -9.19 -3.80 -1.01 0.01
H -1.23 7.01 -4.84 0.00
H 5.73 -2.99 -1.97 0.00
C 10.34 -1.74 1.57 0.00
H -3.23 -2.37 0.19 0.00
C -8.18 -0.68 0.86 0.00
H -3.18 4.86 -0.73 0.00
H 4.93 0.85 4.30 0.00
C 2.12 -3.37 4.94 0.00
H -0.27 5.30 -3.19 0.00
H -9.99 -2.45 1.28 0.00
C -7.41 -1.59 -0.14 0.02
H 2.28 -2.99 0.55 0.00
H -3.86 7.21 -5.79 0.00
H 8.86 -1.10 3.23 0.00
S 5.82 -2.75 0.62 0.00
H 7.51 -2.58 -1.22 0.00
C -6.03 -0.86 -0.30 0.00
P 2.75 -2.31 -0.63 0.00
C -2.44 3.75 -2.43 0.01
H -1.10 1.90 -4.01 0.00
O -6.26 -3.63 -0.28 0.61
O 7.11 -2.76 1.53 0.00
C 3.13 1.74 -0.34 0.00
H 7.12 -0.55 -0.33 0.00
C 3.59 -0.16 2.70 0.00
H -2.02 -0.09 0.17 0.00
C 9.61 0.43 0.74 0.00
H -1.76 5.56 -1.47 0.00
N 4.82 -0.82 2.22 0.00
C 10.03 -1.31 3.12 0.00
C 2.86 -2.68 3.61 0.00
Cl 0.28 -3.23 4.59 0.00
C -8.50 -3.84 0.38 0.02
O -1.66 -1.68 1.55 0.00
C -9.42 -2.39 -1.53 0.00
H -4.61 5.54 -2.55 0.00
O -0.61 -4.68 1.03 0.00
H -5.49 -0.83 0.66 0.00
H 5.45 3.07 3.19 0.00
N -7.27 -2.97 0.44 0.31
C -0.43 4.42 -3.82 0.00
H 10.66 -0.34 3.34 0.00
C -3.61 5.98 -2.53 0.01
H 2.45 -2.80 5.92 0.00
H -5.15 6.52 -4.79 0.00
H 0.22 3.65 -3.39 0.00
H 3.74 3.15 2.39 0.00
H -7.46 -1.99 -2.29 0.00
H -4.35 7.99 -4.28 0.00
H -1.73 3.15 -1.84 0.00
H -0.60 -1.21 -0.36 0.00
H -10.15 -4.33 -0.97 0.00
O 2.37 1.93 -1.62 0.00
H 11.47 -1.67 1.25 0.00
H -10.19 -1.89 -0.94 0.00
H -1.42 2.64 -5.58 0.00
C -8.13 -1.58 -1.52 0.01
H -8.58 -4.35 -1.74 0.00


2.
20
Properties=species:S:1:pos:R:3:lowdin_charge:R:1 method="wB97M-V/def2-TZVPD" energy_ha=-291.08567 spin_multiplicity=1 orbital_gap_ev=9.54 charge=0 smiles=CCN1CCCC1 de_lowest_kj_mol=191.9
H 2.35 -0.22 -2.38 0.08
C -0.18 1.07 0.64 -0.15
H -0.70 1.04 2.77 0.12
H 1.76 1.63 -2.13 0.04
C -0.42 0.33 1.92 -0.23
H -0.26 0.91 -2.21 0.11
H 2.38 0.36 -0.76 0.12
N 0.14 -0.22 -0.21 -0.18
H -0.35 -2.23 -0.02 0.12
H 0.10 -0.78 -2.22 0.08
H 0.68 1.65 0.66 0.08
H -2.37 -0.82 1.61 0.10
H 0.59 -0.05 2.36 0.13
C 1.78 0.60 -1.80 -0.11
C 0.29 0.10 -1.66 -0.27
H -0.87 -1.61 2.26 0.12
H -1.71 -1.24 -0.63 0.11
C -0.88 -1.25 0.09 -0.20
H -1.05 1.58 0.21 0.12
C -1.28 -0.85 1.50 -0.20